10 unconnected molecules or ions with the total composition C56H139Br2N9 at a distorted geometry. Source: the OMol25 dataset; level of theory: ωB97M-V/def2-TZVPD.

The calculated total energy is -213815.637 eV. The molar mass comes out at 1098.60 g/mol. The value obtained for the frontier orbital gap is 8.6054 eV.

Each line ends with the Löwdin charge.
Element x y z (Å)
C1 2.05 -4.34 2.67  -0.0689
C2 2.16 -3.91 4.16  -0.2208
N1 1.79 -2.49 4.24  -0.2013
C3 2.79 -1.60 3.74  -0.2805
C4 2.08 -0.26 3.47  -0.0848
C5 1.37 -2.10 5.62  -0.2045
C6 2.58 -2.07 6.66  -0.0694
H1 3.02 -4.08 2.17  0.0761
H2 1.26 -3.82 2.22  0.0316
H3 1.81 -5.37 2.43  0.0604
H4 1.45 -4.47 4.74  0.1021
H5 3.15 -4.12 4.53  0.1010
H6 3.70 -1.55 4.33  0.0941
H7 3.17 -1.87 2.71  0.1106
H8 2.65 0.35 2.70  0.0740
H9 1.03 -0.39 3.27  0.0585
H10 2.18 0.30 4.39  0.0610
H11 0.64 -2.88 5.95  0.1025
H12 0.94 -1.09 5.58  0.0946
H13 2.25 -2.06 7.73  0.0815
H14 3.18 -1.20 6.51  0.0304
H15 3.27 -2.95 6.53  0.0735
C7 -2.94 5.57 -0.14  -0.0666
C8 -3.12 5.17 1.36  -0.2673
N2 -2.35 4.02 1.70  -0.1904
C9 -2.78 3.33 2.92  -0.2284
C10 -2.79 4.21 4.23  -0.0845
C11 -0.95 4.35 1.87  -0.2810
C12 -0.01 3.18 1.86  -0.0814
H16 -1.96 5.36 -0.46  0.0242
H17 -3.28 6.60 -0.29  0.0780
H18 -3.54 4.92 -0.74  0.0542
H19 -2.87 6.06 2.00  0.1188
H20 -4.20 5.12 1.55  0.1165
H21 -3.88 3.03 2.79  0.1336
H22 -2.15 2.43 2.99  0.0804
H23 -1.82 4.58 4.65  0.0782
H24 -3.48 5.07 4.11  0.0682
H25 -3.22 3.63 5.02  0.0476
H26 -0.77 4.89 2.83  0.1150
H27 -0.58 5.00 1.03  0.1034
H28 0.06 2.40 2.61  0.0625
H29 0.99 3.50 1.72  0.0559
H30 -0.45 2.62 1.00  0.0852
C13 7.22 4.09 3.26  -0.0863
C14 6.29 3.47 2.27  -0.2681
N3 6.17 2.06 2.55  -0.1996
C15 5.45 1.32 1.51  -0.2647
C16 6.12 1.39 0.16  -0.0920
C17 5.54 1.87 3.85  -0.2802
C18 5.76 0.56 4.50  -0.0834
H31 6.67 4.47 4.14  0.0782
H32 7.82 4.84 2.85  0.0480
H33 7.98 3.38 3.56  0.0861
H34 5.36 4.05 2.23  0.1244
H35 6.70 3.45 1.31  0.0821
H36 5.35 0.30 1.89  0.1047
H37 4.40 1.77 1.51  0.1152
H38 7.24 1.28 0.34  0.1075
H39 5.79 0.54 -0.47  0.0657
H40 5.91 2.29 -0.39  0.0555
H41 4.47 2.06 3.69  0.1156
H42 5.85 2.62 4.55  0.0981
H43 5.50 -0.24 3.85  0.0319
H44 5.12 0.41 5.37  0.0786
H45 6.81 0.37 4.74  0.0857
C19 0.71 1.61 -6.28  -0.1007
C20 -0.77 1.90 -6.46  -0.2885
N4 -1.69 0.90 -5.91  -0.2496
C21 -1.31 -0.48 -6.11  -0.2448
C22 -1.26 -1.02 -7.56  -0.0670
C23 -3.06 1.25 -6.10  -0.2796
C24 -3.99 0.25 -5.44  -0.0835
H46 1.24 2.56 -6.36  0.0739
H47 1.14 0.84 -6.96  0.0851
H48 0.74 1.32 -5.25  0.0328
H49 -1.03 2.85 -5.93  0.0993
H50 -0.92 2.05 -7.60  0.1309
H51 -1.98 -1.01 -5.41  0.1008
H52 -0.31 -0.49 -5.72  0.0749
H53 -0.28 -0.95 -8.06  0.0666
H54 -1.94 -0.43 -8.27  0.0909
H55 -1.56 -2.05 -7.68  0.0493
H56 -3.16 2.27 -5.61  0.1182
H57 -3.30 1.49 -7.18  0.1184
H58 -5.00 0.56 -5.42  0.0611
H59 -3.84 -0.79 -5.70  0.0632
H60 -3.71 0.21 -4.38  0.0570
C25 1.80 5.60 -3.09  -0.1060
C26 1.17 5.76 -1.78  -0.3127
N5 1.56 7.04 -1.15  -0.1870
C27 0.51 7.69 -0.35  -0.2530
C28 -0.63 8.24 -1.17  -0.0916
C29 2.88 6.90 -0.46  -0.2078
C30 3.79 8.21 -0.37  -0.0705
H61 1.54 4.61 -3.50  0.0719
H62 2.90 5.41 -2.89  0.0790
H63 1.72 6.58 -3.63  0.1034
H64 0.07 5.72 -1.88  0.1053
H65 1.48 4.95 -1.12  0.1046
H66 0.12 6.91 0.35  0.1017
H67 0.93 8.43 0.26  0.0877
H68 -0.29 8.97 -1.95  0.0894
H69 -1.15 7.46 -1.71  0.0430
H70 -1.40 8.76 -0.59  0.0684
H71 3.35 6.14 -1.05  0.0775
H72 2.62 6.55 0.55  0.1083
H73 4.02 8.59 -1.37  0.0579
H74 4.78 8.03 0.10  0.0650
H75 3.24 9.04 0.13  0.0646
C31 4.14 -5.72 -0.98  -0.0892
C32 3.28 -6.34 -2.09  -0.2939
N6 1.89 -6.00 -2.09  -0.1716
C33 1.35 -6.58 -0.81  -0.2390
C34 -0.12 -6.22 -0.65  -0.0853
C35 1.10 -6.54 -3.25  -0.2443
C36 1.46 -5.89 -4.58  -0.0745
H76 3.74 -4.77 -0.58  0.0753
H77 5.08 -5.40 -1.40  0.0659
H78 4.33 -6.45 -0.24  0.0547
H79 3.73 -6.06 -3.08  0.1221
H80 3.40 -7.45 -1.97  0.1171
H81 1.54 -7.63 -0.71  0.1110
H82 1.89 -6.06 -0.04  0.0776
H83 -0.22 -5.13 -0.69  0.0706
H84 -0.71 -6.63 -1.47  0.0624
H85 -0.51 -6.48 0.31  0.0651
H86 0.08 -6.31 -3.04  0.0724
H87 1.20 -7.62 -3.30  0.1170
H88 2.30 -6.39 -5.03  0.0597
H89 1.68 -4.86 -4.36  0.0531
H90 0.58 -6.01 -5.20  0.0750
C37 -3.20 -2.88 -2.03  -0.0887
C38 -4.24 -3.40 -1.08  -0.2559
N7 -5.40 -3.89 -1.80  -0.2137
C39 -6.13 -2.96 -2.60  -0.2900
C40 -6.94 -1.93 -1.84  -0.0856
C41 -6.31 -4.82 -1.19  -0.2816
C42 -6.92 -5.79 -2.15  -0.0935
H91 -2.30 -2.56 -1.48  0.0558
H92 -3.60 -2.01 -2.64  0.0689
H93 -2.91 -3.70 -2.74  0.0961
H94 -3.90 -4.28 -0.53  0.1140
H95 -4.54 -2.64 -0.31  0.0904
H96 -5.40 -2.36 -3.17  0.0908
H97 -6.69 -3.48 -3.39  0.1122
H98 -7.86 -2.40 -1.34  0.0797
H99 -6.27 -1.48 -1.08  0.0587
H100 -7.43 -1.13 -2.52  0.0961
H101 -6.99 -4.33 -0.51  0.1093
H102 -5.66 -5.52 -0.71  0.1037
H103 -6.18 -6.05 -2.84  0.0606
H104 -7.72 -5.29 -2.74  0.0733
H105 -7.36 -6.65 -1.60  0.0893
C43 -5.18 -1.33 3.02  -0.1139
C44 -3.91 -2.11 2.87  -0.2876
N8 -3.04 -1.73 4.03  -0.1665
C45 -2.50 -0.38 3.84  -0.3184
C46 -2.31 0.12 5.21  -0.0856
C47 -1.90 -2.64 4.25  -0.1999
C48 -2.40 -4.15 4.57  -0.0561
H106 -4.94 -0.21 2.96  0.0636
H107 -5.52 -1.58 3.99  0.0661
H108 -5.88 -1.54 2.25  0.0572
H109 -4.23 -3.18 2.99  0.1168
H110 -3.35 -2.04 1.91  0.0547
H111 -3.19 0.24 3.35  0.0220
H112 -1.56 -0.38 3.28  0.1081
H113 -1.61 -0.52 5.73  0.0535
H114 -3.23 0.11 5.80  0.0911
H115 -1.94 1.13 5.20  0.0650
H116 -1.26 -2.78 3.37  0.0985
H117 -1.31 -2.39 5.12  0.0713
H118 -1.61 -4.57 5.15  0.0388
H119 -3.21 -4.21 5.24  0.0517
H120 -2.65 -4.72 3.69  0.0509
C49 1.06 -1.73 -3.15  -0.0629
C50 1.75 -1.77 -1.76  -0.2192
N9 1.45 -0.49 -1.12  -0.1831
C51 2.52 0.40 -1.46  -0.2785
C52 2.21 1.85 -1.17  -0.0842
C53 1.27 -0.70 0.35  -0.2221
C54 -0.04 -1.37 0.72  -0.0739
H121 1.26 -0.86 -3.75  0.0475
H122 -0.02 -1.65 -3.15  0.0518
H123 1.31 -2.61 -3.72  0.0520
H124 1.39 -2.64 -1.19  0.1073
H125 2.84 -1.83 -1.91  0.1089
H126 3.51 0.11 -0.95  0.1242
H127 2.70 0.28 -2.52  0.1083
H128 2.60 2.50 -1.91  0.0463
H129 1.14 2.04 -1.13  0.0163
H130 2.60 2.15 -0.14  0.0825
H131 1.28 0.31 0.83  0.0959
H132 2.15 -1.16 0.82  0.1008
H133 -0.89 -0.68 0.70  0.0034
H134 0.11 -1.78 1.69  0.0294
H135 -0.33 -2.16 0.07  0.0496
Br1 -3.40 0.21 0.56  0.8198
C55 -3.00 1.17 -1.07  -0.6766
C56 -1.59 0.98 -1.59  -0.7535
Br2 -1.20 2.31 -2.86  0.7724
H136 -3.07 2.32 -0.77  0.0769
H137 -3.66 0.85 -1.91  0.0575
H138 -1.44 -0.01 -2.08  0.0514
H139 -0.72 1.08 -0.88  0.0255